{
  "formula": "C6H12O4",
  "method": "the ωB97M-V functional and the def2-TZVPD basis",
  "elements": ["O", "O", "C", "C", "C", "H", "H", "H", "H", "H", "H", "O", "O", "C", "C", "C", "H", "H", "H", "H", "H", "H"],
  "coordinates": [[9.765, 12.231, 4.999], [7.680, 12.899, 4.480], [8.806, 12.163, 4.249], [6.993, 10.751, 3.013], [8.528, 11.129, 3.157], [7.672, 13.503, 5.272], [6.536, 10.590, 4.003], [6.940, 9.808, 2.443], [6.410, 11.519, 2.477], [8.994, 10.189, 3.510], [8.949, 11.360, 2.160], [9.367, 8.486, -1.336], [10.739, 6.894, -2.219], [10.260, 7.724, -1.201], [10.370, 8.213, 1.272], [10.961, 7.371, 0.068], [10.295, 7.190, -3.060], [10.873, 8.019, 2.234], [9.312, 7.916, 1.361], [10.415, 9.295, 1.063], [12.022, 7.641, -0.092], [10.912, 6.276, 0.228]],
  "lumo_energy_ev": 0.66,
  "relative_energy_ev": 0.115,
  "energy_ev": -14607.0973,
  "charge": 0,
  "smiles": "CCC(=O)O.CCC(=O)O",
  "homo_lumo_gap_ev": 11.07
}

=====

{
  "formula": "C3H5P",
  "method": "the ωB97M-V functional and the def2-TZVPD basis",
  "elements": ["C", "C", "C", "P", "H", "H", "H", "H", "H"],
  "coordinates": [[0.116, -0.313, 0.081], [-1.087, -0.358, -0.058], [1.608, -0.453, -0.018], [-2.816, -0.033, 0.000], [1.850, -0.638, -0.965], [2.156, 0.184, 0.613], [1.868, -1.413, 0.531], [-2.920, -0.891, 1.074], [-3.314, -0.900, -1.058]],
  "lumo_energy_ev": 0.96,
  "relative_energy_ev": 0.632,
  "energy_ev": -12478.0064,
  "charge": 0,
  "smiles": "CC#CP",
  "homo_lumo_gap_ev": 9.82
}

=====

{
  "formula": "C4H14O4",
  "method": "the ωB97M-V functional and the def2-TZVPD basis",
  "elements": ["C", "C", "C", "O", "C", "H", "H", "H", "H", "H", "H", "H", "H", "H", "H", "O", "H", "H", "O", "H", "H", "O"],
  "coordinates": [[0.297, -2.281, 0.154], [0.921, -0.991, 0.506], [1.217, -0.127, -0.456], [0.696, -0.248, -1.755], [1.880, 1.284, -0.364], [-0.675, -2.076, -0.369], [0.063, -2.796, 1.232], [0.974, -2.978, -0.401], [1.239, -0.824, 1.647], [0.458, -1.281, -1.953], [2.979, 1.211, -0.634], [1.699, 1.673, 0.602], [1.402, 1.932, -1.106], [-0.076, 1.807, 1.521], [-1.503, 1.341, 1.139], [-0.777, 2.048, 0.997], [-1.333, 1.635, -0.973], [-0.968, 0.419, -1.767], [-1.759, 0.738, -1.251], [-1.762, -0.671, 1.584], [-2.548, 0.153, 0.367], [-2.422, 0.033, 1.280]],
  "lumo_energy_ev": [-4.50, -8.78],
  "s2": 0.7539,
  "relative_energy_ev": 1.491,
  "energy_ev": -12554.2456,
  "charge": 1,
  "homo_lumo_gap_ev": [10.12, 5.78],
  "spin_multiplicity": 2
}

=====

{
  "formula": "CH3ClOSi",
  "method": "the ωB97M-V functional and the def2-TZVPD basis",
  "elements": ["C", "O", "Si", "Cl", "H", "H", "H"],
  "coordinates": [[0.458, -1.217, -2.572], [1.551, -1.428, -2.283], [-1.277, 1.049, -0.326], [-1.355, 3.012, -0.200], [-0.357, -1.872, -2.820], [-2.665, 0.318, -0.007], [-0.306, 0.157, 0.549]],
  "lumo_energy_ev": [-0.88, 0.26],
  "relative_energy_ev": 3.611,
  "energy_ev": -23529.8023,
  "charge": 0,
  "homo_lumo_gap_ev": [7.30, 8.15]
}

=====

{
  "formula": "C5H6O",
  "method": "the ωB97M-V functional and the def2-TZVPD basis",
  "elements": ["C", "C", "C", "C", "C", "O", "H", "H", "H", "H", "H", "H"],
  "coordinates": [[-2.040, -0.007, 0.139], [-0.533, -0.038, 0.034], [0.384, 1.016, 0.165], [1.575, 0.301, -0.052], [2.066, -0.825, -0.296], [0.011, -1.160, -0.210], [-2.441, 0.981, 0.370], [-2.354, -0.711, 0.917], [-2.467, -0.354, -0.809], [0.359, 2.069, 0.359], [2.942, 0.501, -0.114], [2.497, -1.774, -0.503]],
  "lumo_energy_ev": 0.75,
  "relative_energy_ev": 5.025,
  "energy_ev": -7324.2594,
  "charge": 0,
  "homo_lumo_gap_ev": 8.90
}

=====

{
  "formula": "C31H21N6O7PtS",
  "method": "the ωB97M-V functional and the def2-TZVPD basis",
  "elements": ["Pt", "O", "C", "O", "C", "C", "C", "N", "C", "C", "C", "C", "C", "C", "C", "N", "C", "C", "C", "C", "C", "N", "H", "H", "H", "H", "H", "H", "H", "H", "H", "H", "O", "S", "O", "N", "C", "C", "C", "C", "C", "C", "C", "C", "N", "C", "C", "C", "C", "C", "C", "C", "H", "H", "H", "H", "H", "H", "H", "H", "H", "H", "H", "O", "N", "O", "O"],
  "coordinates": [[-0.411, -0.258, -0.109], [-3.308, 5.706, 1.315], [-3.191, 4.805, 2.151], [-3.503, 4.672, 3.340], [-2.446, 3.551, 1.585], [-2.197, 2.464, 2.420], [-1.549, 1.365, 1.903], [-1.163, 1.389, 0.620], [-1.405, 2.400, -0.221], [-2.057, 3.516, 0.248], [-0.971, 2.107, -1.598], [-0.982, 3.026, -2.628], [-0.601, 2.624, -3.897], [-0.214, 1.310, -4.116], [-0.199, 0.437, -3.048], [-0.570, 0.830, -1.828], [-1.203, 0.107, 2.591], [-1.545, -0.167, 3.901], [-1.167, -1.376, 4.461], [-0.440, -2.284, 3.707], [-0.133, -1.967, 2.400], [-0.512, -0.808, 1.859], [-2.542, 2.546, 3.444], [-2.297, 4.379, -0.361], [-1.291, 4.042, -2.426], [-0.606, 3.335, -4.713], [0.076, 0.960, -5.096], [0.103, -0.596, -3.152], [-2.103, 0.564, 4.469], [-1.435, -1.605, 5.484], [-0.114, -3.228, 4.117], [0.439, -2.634, 1.771], [2.885, 1.265, 1.800], [2.255, 1.519, 0.539], [1.217, 2.502, 0.447], [1.589, 0.123, -0.052], [2.361, -1.050, -0.131], [3.701, -1.193, 0.152], [4.352, -2.423, -0.077], [3.693, -3.517, -0.564], [2.311, -3.421, -0.828], [1.509, -4.496, -1.277], [0.164, -4.325, -1.463], [-0.414, -3.076, -1.198], [0.320, -2.056, -0.797], [1.669, -2.190, -0.607], [3.507, 1.901, -0.643], [4.697, 2.436, -0.171], [5.667, 2.817, -1.086], [5.445, 2.654, -2.446], [4.249, 2.114, -2.904], [3.270, 1.738, -2.001], [4.271, -0.372, 0.559], [5.407, -2.490, 0.148], [4.205, -4.456, -0.728], [1.972, -5.457, -1.459], [-0.471, -5.134, -1.795], [-1.477, -2.901, -1.298], [4.856, 2.548, 0.893], [6.598, 3.240, -0.735], [6.206, 2.951, -3.155], [4.083, 1.986, -3.965], [2.332, 1.316, -2.342], [-3.289, 0.572, -1.199], [-3.401, -0.463, -0.585], [-4.399, -1.060, -0.316], [-2.262, -1.077, -0.153]],
  "lumo_energy_ev": -4.32,
  "relative_energy_ev": 0.236,
  "energy_ev": -69833.6899,
  "charge": 1,
  "homo_lumo_gap_ev": 5.95
}

=====

{
  "formula": "C12H30IO3P2SiTl",
  "method": "the ωB97M-V functional and the def2-TZVPD basis",
  "elements": ["C", "C", "H", "H", "H", "O", "I", "Tl", "P", "C", "C", "H", "H", "H", "H", "H", "H", "C", "H", "H", "H", "P", "C", "C", "H", "H", "H", "C", "H", "H", "H", "H", "H", "H", "C", "O", "C", "Si", "C", "C", "O", "H", "H", "H", "H", "H", "H", "H", "H", "H"],
  "coordinates": [[1.274, 1.808, -3.678], [1.390, 0.938, -2.498], [2.169, 1.763, -4.314], [1.129, 2.848, -3.346], [0.402, 1.491, -4.272], [2.275, 0.203, -2.144], [-3.166, 2.355, -0.986], [-0.612, 1.180, -1.259], [-0.943, -1.410, -1.972], [-0.356, -2.935, -1.159], [-2.753, -1.530, -1.746], [-3.122, -2.438, -2.247], [-1.485, -2.454, -4.089], [-3.231, -0.627, -2.154], [-0.733, -0.834, -4.318], [-0.432, -2.843, -0.067], [-2.993, -1.553, -0.672], [-0.692, -1.771, -3.744], [-0.963, -3.793, -1.490], [0.298, -2.225, -3.896], [0.694, -3.123, -1.419], [1.050, 2.301, 0.558], [2.040, 1.554, 1.898], [2.175, 3.578, -0.109], [-0.894, 3.734, 0.798], [0.323, 4.012, 2.119], [-0.787, 2.578, 2.128], [-0.192, 3.259, 1.500], [1.810, 3.909, -1.094], [2.200, 4.434, 0.585], [2.291, 2.315, 2.654], [2.970, 1.135, 1.490], [3.184, 3.158, -0.238], [1.476, 0.743, 2.379], [1.710, -0.783, -0.022], [2.513, -1.552, 0.224], [-0.665, -0.114, 3.699], [-1.642, -0.574, 2.128], [-1.894, -2.463, 2.117], [-3.358, 0.223, 2.280], [-0.927, -0.058, 0.801], [-1.240, -0.405, 4.591], [-0.492, 0.969, 3.776], [0.304, -0.627, 3.762], [-2.476, -2.764, 3.001], [-2.462, -2.800, 1.238], [-0.947, -3.018, 2.154], [-3.265, 1.315, 2.321], [-3.971, -0.028, 1.406], [-3.879, -0.111, 3.173]],
  "lumo_energy_ev": [-10.71, -10.71],
  "energy_ev": -58305.5218,
  "charge": 2,
  "homo_lumo_gap_ev": [3.75, 3.76]
}

=====

{
  "formula": "C2H8N2O2",
  "method": "the ωB97M-V functional and the def2-TZVPD basis",
  "elements": ["O", "C", "N", "C", "N", "H", "H", "H", "H", "H", "H", "H", "H", "O"],
  "coordinates": [[-2.817, 1.357, -1.195], [-1.808, 2.019, -1.173], [-0.531, 1.538, -1.337], [-0.162, 0.236, -0.838], [-0.797, -0.126, 0.452], [-1.866, 3.088, -0.934], [0.080, 2.279, -1.630], [0.892, 0.204, -0.573], [-0.436, -0.559, -1.513], [-0.701, 0.706, 1.035], [-1.802, -0.160, 0.244], [2.738, -4.044, 2.463], [3.640, -2.873, 2.227], [3.569, -3.664, 2.773]],
  "lumo_energy_ev": 0.60,
  "relative_energy_ev": 1.360,
  "energy_ev": -9278.5505,
  "charge": 0,
  "smiles": "NCNC=O.O",
  "homo_lumo_gap_ev": 10.57
}